Molecular formula: C42H64F7Mn2O26S2
Method: DFT, ωB97M-V/def2-TZVPD

Geometry as XYZ:
```
143
Properties=species:S:1:pos:R:3:forces:R:3
Mn -1.128 -3.401 -2.337 -0.18 1.84 2.37
Mn -3.925 -0.925 -0.674 -0.09 -0.12 -0.42
F -2.927 -2.529 -1.706 0.97 -0.94 -0.85
C 0.406 0.122 0.747 -1.12 -0.45 -0.69
F 1.656 0.409 0.352 -0.84 0.06 0.55
F 0.418 -1.022 1.462 0.33 0.04 -0.35
F -0.108 1.066 1.565 0.71 -0.45 -1.32
S -0.678 -0.176 -0.839 -1.89 1.02 0.60
O -0.347 -1.473 -1.375 0.77 -1.85 0.06
O -2.075 -0.100 -0.379 1.85 0.13 0.65
O -0.336 0.861 -1.739 0.78 1.34 -0.39
C -5.101 2.111 2.570 -1.31 -0.88 -0.87
F -4.211 2.892 1.929 -1.02 -0.09 0.74
F -4.385 1.317 3.400 -0.70 0.72 -0.06
F -6.047 2.851 3.270 2.16 -1.24 -1.19
S -6.018 0.904 1.248 -2.54 0.48 0.23
O -6.998 1.714 0.499 2.24 -0.90 1.21
O -4.852 0.414 0.476 -0.15 1.21 -0.05
O -6.627 -0.200 1.988 0.99 1.11 0.01
O -3.780 4.979 -2.092 -0.95 -0.51 0.05
C -3.968 4.065 -1.297 1.20 1.84 -1.04
O -5.140 3.579 -0.948 -0.21 -0.51 0.35
C -6.357 4.121 -1.535 0.01 -0.21 -1.23
C -6.976 5.146 -0.622 0.77 0.17 0.08
C -2.728 3.494 -0.668 -0.25 -1.00 0.65
H -7.012 3.279 -1.757 0.12 -0.22 0.68
H -6.115 4.488 -2.532 0.24 0.50 0.17
H -7.166 4.639 0.324 -0.33 0.34 0.06
H -7.841 5.667 -1.033 -0.25 -0.57 -0.03
H -6.253 5.949 -0.483 0.17 -0.03 0.29
H -1.848 3.786 -1.242 -0.35 -0.04 0.00
H -2.809 2.411 -0.583 0.10 -0.13 -0.07
H -2.594 3.836 0.358 -0.18 0.22 -0.02
O 4.809 -0.089 1.058 0.15 -1.90 1.38
C 4.608 -0.790 2.053 0.45 1.70 -1.04
O 5.313 -1.886 2.445 -0.45 0.95 0.45
C 6.357 -2.424 1.615 -1.48 -0.46 -2.52
C 5.596 -3.228 0.519 0.02 -0.04 -0.49
C 3.528 -0.357 3.040 0.43 -0.79 -0.01
H 7.023 -3.082 2.173 -0.26 0.48 0.35
H 6.865 -1.641 1.051 0.32 0.19 0.62
H 4.860 -3.916 0.934 0.25 -0.21 0.25
H 6.217 -3.747 -0.211 0.53 -0.34 0.53
H 5.034 -2.601 -0.173 -0.14 0.68 0.42
H 3.867 0.516 3.598 0.26 -0.16 0.02
H 3.320 -1.174 3.731 -0.18 0.17 0.06
H 2.642 -0.028 2.497 0.14 -0.26 -0.03
O 6.160 -0.964 -3.667 -3.91 1.50 0.66
C 4.989 -0.512 -3.550 5.04 -1.11 -0.17
O 4.042 -0.969 -4.364 1.35 -1.03 -1.22
C 2.792 -0.521 -4.056 -2.27 0.92 1.87
C 2.928 0.180 -2.694 1.04 1.16 0.77
C 4.450 0.535 -2.598 -0.54 -1.01 -0.59
H 2.162 -1.375 -3.808 -0.29 -0.13 -0.77
H 2.335 0.112 -4.817 0.26 -0.12 -0.21
H 2.681 -0.544 -1.917 -0.03 0.14 0.14
H 2.354 1.092 -2.538 -0.36 -0.39 -0.29
H 4.932 0.446 -1.624 -0.25 -0.13 0.01
H 4.710 1.515 -2.998 -0.21 0.08 -0.14
O -0.323 -2.172 7.203 -0.03 1.27 -2.59
C -0.361 -1.598 6.116 0.38 -0.83 2.50
O -1.375 -1.794 5.246 -0.69 -0.52 0.92
C -1.313 -1.000 4.060 1.05 -0.89 0.41
C -0.154 -0.067 4.332 1.60 1.43 0.16
C 0.667 -0.644 5.483 -1.32 -1.46 0.76
H -2.295 -0.553 3.905 0.29 0.18 -0.18
H -1.061 -1.741 3.301 -0.31 0.41 -0.58
H -0.506 0.917 4.642 -0.04 0.07 -0.27
H 0.594 0.040 3.547 -0.82 0.27 -0.37
H 1.109 0.020 6.225 -0.29 0.12 -0.19
H 1.453 -1.331 5.169 0.22 0.11 -0.29
O 1.148 4.080 -4.986 0.33 -0.23 2.23
C 1.288 4.019 -3.774 0.83 -0.30 -1.66
O 2.506 3.946 -3.162 1.08 -0.54 -2.25
C 2.412 3.835 -1.758 1.74 0.53 -0.27
C 1.121 4.484 -1.521 -1.44 -0.47 2.84
C 0.293 4.013 -2.674 -1.07 1.51 -1.05
H 3.277 4.358 -1.352 -0.15 0.18 0.03
H 2.547 2.798 -1.451 -0.58 -0.22 -0.02
H 1.197 5.567 -1.418 0.15 0.00 -0.56
H 0.738 4.190 -0.544 -0.31 -0.14 0.00
H -0.393 4.811 -2.958 -0.66 -0.41 0.07
H -0.191 3.037 -2.647 0.02 0.09 0.45
O -0.522 -4.211 -0.409 1.36 -0.15 2.47
C 0.211 -4.210 0.617 -1.47 -0.11 -0.89
O -0.331 -4.162 1.864 -0.79 -0.29 -1.77
C 0.619 -4.229 2.939 1.55 -0.05 -1.02
C 1.927 -3.937 2.200 0.98 0.91 -0.48
C 1.728 -4.266 0.692 -0.90 -0.27 1.16
H 0.681 -5.209 3.412 -0.71 -0.02 -0.11
H 0.422 -3.440 3.665 -0.38 -0.27 -0.06
H 2.795 -4.454 2.609 -0.10 0.18 0.10
H 2.064 -2.858 2.273 0.45 -0.01 0.04
H 2.093 -5.276 0.504 -0.32 -0.20 -0.23
H 2.191 -3.625 -0.059 -0.06 0.25 0.30
O 3.364 6.683 1.625 0.04 -5.15 0.82
C 3.336 5.440 1.880 -1.00 5.45 -0.46
O 2.646 4.584 1.096 0.24 -0.65 -0.83
C 2.881 3.194 1.440 0.68 0.61 1.84
C 3.907 3.304 2.593 -0.27 -1.31 0.80
C 3.846 4.740 3.101 1.02 -0.53 -0.65
H 3.291 2.545 0.667 -0.24 0.62 -0.49
H 1.979 2.743 1.852 -0.34 0.28 -0.43
H 4.869 2.897 2.279 0.19 0.55 0.01
H 3.574 2.667 3.412 0.12 -0.24 -0.05
H 4.812 5.143 3.406 -0.11 0.03 -0.06
H 3.174 4.801 3.956 -0.22 0.36 -0.28
O -3.878 -1.947 1.125 0.31 -1.41 1.89
C -4.347 -2.697 2.005 3.39 1.85 -0.80
O -5.501 -3.162 1.836 -2.20 -1.91 -0.55
C -5.858 -4.126 2.854 -0.67 0.92 0.86
C -4.621 -4.315 3.705 0.24 -0.93 0.49
C -3.656 -3.211 3.323 -0.47 0.89 -1.40
H -6.235 -5.066 2.452 -0.01 0.41 -0.41
H -6.630 -3.587 3.403 -0.24 -0.45 0.07
H -4.174 -5.275 3.448 0.09 -0.03 0.09
H -4.922 -4.382 4.751 0.29 0.23 0.01
H -2.641 -3.549 3.115 -0.17 -0.15 -0.26
H -3.507 -2.371 4.001 -0.58 -0.12 0.15
O -3.974 0.202 -2.552 -0.40 -0.83 0.95
C -3.876 0.989 -3.453 1.24 0.28 -1.21
O -4.823 1.844 -3.760 -1.02 0.30 0.52
C -4.494 2.653 -4.880 0.79 0.79 -1.80
C -3.004 2.492 -5.051 0.81 -0.25 0.37
C -2.700 1.099 -4.432 -0.53 1.43 -0.22
H -4.718 3.718 -4.816 -0.38 -0.18 1.09
H -5.005 2.365 -5.798 -0.39 -0.74 0.30
H -2.509 3.224 -4.413 0.05 0.10 0.04
H -2.640 2.690 -6.060 -0.14 -0.32 0.00
H -1.722 1.162 -3.955 -0.21 -0.63 0.22
H -2.777 0.272 -5.138 0.12 -0.05 -0.01
O 1.024 -3.531 -2.675 -0.58 0.56 0.23
C 2.088 -3.984 -3.013 2.80 -1.92 -0.16
O 3.299 -3.631 -2.436 -3.08 1.26 0.90
C 4.427 -4.172 -3.082 0.13 -0.93 -1.88
C 3.837 -5.396 -3.792 1.13 -0.33 -0.80
C 2.366 -5.084 -4.057 0.75 1.22 0.59
H 5.291 -4.432 -2.471 -0.66 0.15 0.78
H 4.818 -3.449 -3.798 -0.24 0.24 -0.02
H 4.044 -6.297 -3.214 -0.40 -0.04 -0.04
H 4.370 -5.466 -4.740 -0.03 -0.49 0.03
H 1.678 -5.929 -4.071 -0.04 0.27 0.23
H 2.324 -4.550 -5.006 -0.31 -0.10 -0.27
```
Positions in Å, forces in eV/Å.

Its multiplicity is 11. The total energy is -201158.5167 eV. The HOMO energy (spin up / spin down) is -11.284 / -11.293 eV. Its total charge is +1. The gap between HOMO and LUMO (spin up / spin down) comes out at 7.03 / 6.67 eV.